[1]
Formula: C30H59ClNO3P
Source: the Open Molecules 2025 dataset
Level of theory: ωB97M-V/def2-TZVPD

Structure (XYZ):
```
95
Properties=species:S:1:pos:R:3
C 2.585 -3.714 3.127
C 2.541 -2.459 4.035
C 3.884 -1.697 3.921
C 3.776 -0.210 4.257
C 2.805 0.564 3.312
C 3.123 0.236 1.856
C 2.747 1.305 0.798
C 1.645 2.315 1.165
C 0.238 1.754 1.457
C -0.639 1.315 0.257
C -0.652 2.337 -0.935
C -1.646 3.506 -0.859
C -1.437 4.526 0.268
C -0.122 5.331 0.141
C 0.289 5.970 1.487
N -2.018 1.379 0.781
C -2.944 0.694 0.098
O -4.122 0.843 0.114
C -2.112 -0.389 -0.671
Cl -2.976 -1.917 -0.080
C -2.318 -0.507 -2.194
C -3.779 -0.750 -2.661
C -3.995 -2.166 -3.280
C -5.456 -2.665 -3.132
C -5.534 -3.782 -2.066
O -6.819 -3.812 -1.470
C -6.957 -2.843 -0.452
C -0.655 -0.203 -0.143
C 0.507 -0.788 -0.989
C 0.897 -0.098 -2.296
C 2.072 -0.883 -2.959
C 3.422 -0.143 -2.908
C 4.604 -1.073 -2.595
C 4.479 -1.779 -1.220
P -0.569 -1.343 1.364
O -1.438 -0.979 2.503
H 3.619 -3.966 2.881
H 2.176 -4.588 3.631
H 2.074 -3.552 2.175
H 1.673 -1.848 3.793
H 2.474 -2.829 5.057
H 4.327 -1.881 2.941
H 4.557 -2.143 4.659
H 3.359 -0.100 5.261
H 4.744 0.288 4.184
H 1.799 0.279 3.628
H 2.961 1.615 3.551
H 2.738 -0.740 1.556
H 4.211 0.123 1.804
H 2.494 0.881 -0.174
H 3.650 1.896 0.617
H 1.660 3.099 0.409
H 1.966 2.815 2.082
H 0.361 0.968 2.199
H -0.284 2.548 1.992
H -0.928 1.762 -1.820
H 0.329 2.750 -1.174
H -1.526 4.069 -1.792
H -2.690 3.195 -0.866
H -2.227 5.273 0.148
H -1.570 4.128 1.276
H -0.362 6.149 -0.541
H 0.668 4.760 -0.346
H 0.492 7.027 1.326
H -0.584 5.937 2.144
H 1.096 5.452 2.002
H -2.293 2.110 1.417
H -1.941 0.354 -2.747
H -1.734 -1.368 -2.530
H -4.527 -0.508 -1.910
H -3.955 -0.060 -3.492
H -3.318 -2.838 -2.748
H -3.689 -2.072 -4.322
H -6.092 -1.825 -2.864
H -5.751 -3.095 -4.088
H -5.378 -4.733 -2.577
H -4.752 -3.683 -1.307
H -7.227 -1.873 -0.887
H -7.775 -3.114 0.215
H -6.052 -2.745 0.156
H 0.210 -1.814 -1.248
H 1.365 -0.905 -0.325
H 1.286 0.895 -2.062
H 0.096 -0.002 -3.022
H 1.835 -1.119 -3.997
H 2.180 -1.826 -2.416
H 3.628 0.308 -3.883
H 3.447 0.661 -2.168
H 4.740 -1.807 -3.391
H 5.515 -0.471 -2.564
H 3.556 -1.483 -0.719
H 4.512 -2.860 -1.348
H 5.296 -1.512 -0.549
H 0.772 -1.169 1.799
H -0.638 -2.684 0.942
```

Calculated values
E_HOMO = -0.3420 Eh
maximum force = 2.5 eV/Å
total charge = 0
multiplicity = 1
LUMO energy = 0.59 eV
Kohn-Sham gap = 9.90 eV

[2]
Formula: C30H59F2N8O7P2S
Source: the Open Molecules 2025 dataset
Level of theory: ωB97M-V/def2-TZVPD

Structure (XYZ):
```
109
Properties=species:S:1:pos:R:3
C -1.417 2.508 -0.955
C -0.620 3.765 -0.555
C -1.009 5.090 -1.261
C -2.521 5.081 -1.548
C -0.177 5.396 -2.525
C -1.051 6.384 -3.437
O -1.349 7.477 -2.910
O -1.368 5.980 -4.553
N 0.010 4.205 -3.370
C 1.295 3.925 -3.766
O 1.589 3.041 -4.543
C 2.291 4.855 -3.027
C 3.292 5.382 -4.081
C 4.273 4.332 -4.634
C 5.725 4.681 -4.375
F 4.144 4.360 -6.041
C 3.016 3.929 -2.039
C 2.561 2.668 -1.666
C 3.306 1.899 -0.797
N 4.452 2.250 -0.217
C 4.849 3.474 -0.560
C 4.212 4.319 -1.443
C 1.326 5.894 -2.368
C 1.457 7.236 -3.168
S 1.845 6.449 -0.732
O 1.767 5.423 0.257
O 3.126 7.079 -0.843
F 0.824 7.570 -0.367
H -2.351 2.483 -0.392
H -1.726 2.495 -2.002
H -0.895 1.583 -0.713
H 0.439 3.547 -0.667
H -0.771 3.901 0.518
H -0.870 5.890 -0.536
H -2.892 6.095 -1.669
H -3.061 4.657 -0.698
H -2.764 4.512 -2.445
H -0.375 3.337 -3.022
H 3.890 6.163 -3.605
H 2.791 5.823 -4.938
H 4.033 3.314 -4.336
H 6.349 4.078 -5.039
H 6.036 4.453 -3.359
H 5.929 5.720 -4.635
H 1.630 2.277 -2.050
H 2.936 0.908 -0.552
H 5.763 3.826 -0.089
H 4.643 5.284 -1.660
H 1.221 7.089 -4.217
H 0.783 7.955 -2.716
H 2.454 7.658 -3.057
O -2.646 -0.576 0.576
P -3.419 -1.705 1.165
N -4.140 -2.432 -0.208
C -5.463 -2.216 -0.744
C -3.198 -2.988 -1.166
N -4.472 -0.805 2.194
C -5.914 -0.901 2.191
C -4.065 0.566 2.495
N -3.537 -3.085 2.116
C -4.268 -4.299 1.813
C -3.105 -2.980 3.508
H -5.876 -3.167 -1.104
H -5.471 -1.503 -1.578
H -6.166 -1.865 0.003
H -2.735 -3.906 -0.777
H -2.398 -2.282 -1.407
H -3.701 -3.247 -2.097
H -6.366 -0.352 1.355
H -6.316 -0.476 3.116
H -6.257 -1.938 2.172
H -4.320 1.264 1.690
H -2.995 0.625 2.671
H -4.562 0.895 3.412
H -5.351 -4.147 1.859
H -4.008 -5.072 2.539
H -4.013 -4.708 0.838
H -3.947 -2.778 4.177
H -2.380 -2.174 3.629
H -2.609 -3.897 3.832
O -0.212 -5.346 4.030
P 0.670 -5.840 2.923
N 1.008 -7.446 3.416
C 2.132 -7.923 4.186
C -0.141 -8.337 3.434
N 1.927 -4.668 3.133
C 3.319 -4.981 3.362
C 1.570 -3.451 3.858
N 1.151 -6.104 1.331
C 1.860 -7.254 0.804
C 1.115 -4.956 0.425
H 2.458 -8.898 3.800
H 1.898 -8.040 5.252
H 3.001 -7.278 4.103
H -0.458 -8.593 2.414
H -0.996 -7.888 3.950
H 0.099 -9.269 3.943
H 3.512 -5.282 4.401
H 3.937 -4.102 3.157
H 3.683 -5.758 2.687
H 1.579 -3.594 4.945
H 0.584 -3.099 3.568
H 2.280 -2.660 3.605
H 2.898 -7.286 1.149
H 1.872 -7.209 -0.286
H 1.377 -8.195 1.059
H 2.094 -4.475 0.357
H 0.396 -4.213 0.768
H 0.802 -5.260 -0.576
```

Calculated values
E_HOMO = -0.1828 Eh
maximum force = 5.8 eV/Å
total charge = -1
multiplicity = 1
LUMO energy = 1.70 eV
Kohn-Sham gap = 6.67 eV

[3]
Formula: C30H60Br10O10S5
Source: the Open Molecules 2025 dataset
Level of theory: ωB97M-V/def2-TZVPD

Structure (XYZ):
```
115
Properties=species:S:1:pos:R:3
C -4.491 1.162 0.523
C -5.485 0.902 -0.633
C -4.960 1.389 -1.980
S -3.677 2.586 -1.534
O -4.314 3.813 -1.115
O -2.563 2.596 -2.462
C -3.189 1.761 -0.017
H -4.471 0.301 1.190
H -4.981 1.906 1.155
H -6.449 1.352 -0.389
H -5.764 -0.147 -0.777
H -5.813 1.846 -2.475
H -4.492 0.557 -2.495
H -2.752 2.528 0.616
H -2.450 1.031 -0.345
C 5.534 -0.533 0.894
C 4.939 -1.860 0.402
C 6.152 -2.698 -0.022
S 7.463 -2.338 1.205
O 8.586 -1.793 0.486
O 7.585 -3.499 2.070
C 6.529 -0.985 1.973
H 4.713 0.113 1.203
H 6.101 -0.033 0.106
H 4.349 -1.701 -0.501
H 4.398 -2.290 1.239
H 6.589 -2.434 -0.986
H 5.999 -3.775 -0.091
H 7.152 -0.301 2.545
H 5.887 -1.416 2.751
C -3.720 -4.205 0.659
C -2.493 -5.110 1.018
C -2.091 -4.723 2.441
S -2.367 -2.920 2.548
O -1.140 -2.139 2.453
O -3.259 -2.725 3.672
C -3.234 -2.805 0.968
H -4.646 -4.514 1.140
H -3.763 -4.364 -0.422
H -1.649 -4.788 0.399
H -2.766 -6.138 0.805
H -1.079 -4.940 2.774
H -2.809 -5.189 3.117
H -2.462 -2.711 0.206
H -3.869 -1.932 1.084
C 1.281 -0.425 -1.657
C 0.477 -0.925 -0.481
C 0.830 -0.039 0.706
S 1.006 1.678 0.019
O 2.312 2.215 0.350
O -0.172 2.464 0.287
C 0.947 1.049 -1.759
H 1.068 -0.919 -2.606
H 2.363 -0.501 -1.512
H 0.678 -1.984 -0.304
H -0.610 -0.874 -0.576
H 1.828 -0.378 0.997
H 0.152 -0.081 1.550
H 1.541 1.728 -2.361
H -0.118 1.167 -1.979
C -2.032 -2.315 -5.299
C -3.494 -2.454 -4.898
C -3.565 -2.867 -3.410
S -2.026 -2.281 -2.619
O -1.167 -3.355 -2.145
O -2.372 -1.141 -1.790
C -1.307 -1.606 -4.162
H -1.867 -1.858 -6.272
H -1.566 -3.304 -5.365
H -3.910 -3.275 -5.481
H -4.077 -1.550 -5.070
H -3.496 -3.954 -3.395
H -4.448 -2.461 -2.931
H -0.243 -1.812 -4.075
H -1.530 -0.539 -4.140
Br 2.564 -1.879 3.639
C 2.089 -3.759 3.310
C 1.750 -3.919 1.839
Br 1.322 -5.816 1.525
H 1.148 -3.983 3.818
H 2.789 -4.441 3.779
H 2.616 -3.754 1.208
H 0.845 -3.396 1.560
Br -1.460 -0.531 5.586
C -0.708 0.636 4.226
C -0.146 1.866 4.861
Br 0.637 3.042 3.488
H -1.421 0.835 3.423
H 0.035 0.074 3.659
H 0.659 1.634 5.552
H -0.906 2.439 5.383
Br 6.731 5.053 -0.442
C 5.286 3.862 -1.009
C 5.890 2.892 -2.005
Br 4.526 1.470 -2.226
H 4.409 4.412 -1.337
H 4.978 3.335 -0.110
H 6.752 2.427 -1.543
H 6.117 3.364 -2.954
Br -2.092 7.721 2.174
C -1.835 6.114 3.286
C -2.476 4.901 2.625
Br -3.286 3.798 4.021
H -2.112 6.364 4.307
H -0.751 6.058 3.365
H -1.653 4.316 2.220
H -3.210 5.084 1.852
Br 0.134 4.299 -5.148
C -0.203 5.576 -3.678
C 0.164 4.879 -2.386
Br -0.398 5.953 -0.826
H -1.244 5.875 -3.678
H 0.422 6.451 -3.829
H 1.186 4.555 -2.214
H -0.410 3.954 -2.339
```

Calculated values
E_HOMO = -0.3605 Eh
maximum force = 1.9 eV/Å
total charge = 0
multiplicity = 1
LUMO energy = -0.23 eV
SMILES = O=S1(=O)CCCC1.O=S1(=O)CCCC1.O=S1(=O)CCCC1.O=S1(=O)CCCC1.O=S1(=O)CCCC1.BrCCBr.BrCCBr.BrCCBr.BrCCBr.BrCCBr
Kohn-Sham gap = 9.58 eV

[4]
Formula: C30H60F2Li2NO34S2
Source: the Open Molecules 2025 dataset
Level of theory: ωB97M-V/def2-TZVPD

Structure (XYZ):
```
131
Properties=species:S:1:pos:R:3
Li 14.268 -12.986 16.037
Li 12.858 -12.822 17.908
N 13.106 -11.503 16.501
S 13.523 -9.850 16.965
O 12.682 -9.148 17.937
O 14.279 -9.056 16.051
F 14.598 -10.378 17.950
S 11.896 -10.986 15.705
O 12.189 -10.360 14.388
O 10.734 -10.602 16.474
F 11.510 -12.450 15.221
C 8.466 -12.308 10.174
O 8.450 -11.831 11.479
C 8.255 -12.733 12.579
O 8.323 -13.971 12.475
O 8.133 -12.064 13.712
C 7.843 -12.862 14.891
H 7.927 -13.248 10.058
H 9.459 -12.439 9.744
H 8.058 -11.548 9.509
H 7.581 -12.256 15.758
H 8.707 -13.439 15.220
H 7.050 -13.593 14.732
C 7.243 -3.525 16.990
O 7.897 -4.758 16.868
C 7.412 -5.913 16.388
O 6.299 -6.020 15.959
O 8.285 -6.904 16.555
C 8.032 -8.212 16.016
H 6.156 -3.586 16.937
H 7.465 -2.769 16.236
H 7.365 -3.097 17.984
H 7.541 -8.145 15.045
H 7.439 -8.808 16.710
H 8.927 -8.788 15.782
C 15.964 -10.635 20.959
O 16.404 -11.557 21.980
C 16.579 -11.222 23.237
O 17.216 -12.008 23.981
O 16.224 -9.986 23.430
C 16.364 -9.393 24.698
H 16.132 -11.006 19.947
H 16.326 -9.607 20.931
H 14.881 -10.570 21.057
H 16.056 -8.348 24.680
H 17.377 -9.350 25.099
H 15.892 -9.934 25.518
C 8.845 -11.539 19.164
O 8.699 -12.955 19.429
C 9.548 -13.786 18.955
O 10.528 -13.536 18.242
O 9.262 -15.018 19.463
C 10.149 -16.096 19.246
H 9.032 -10.907 20.033
H 7.861 -11.198 18.844
H 9.604 -11.265 18.431
H 9.651 -17.066 19.274
H 10.979 -16.080 19.951
H 10.503 -16.200 18.220
C 11.438 -13.495 12.420
O 12.429 -14.473 12.362
C 13.208 -14.737 13.390
O 13.145 -14.329 14.522
O 13.963 -15.827 12.985
C 14.676 -16.667 13.890
H 11.781 -12.592 12.924
H 10.580 -14.029 12.828
H 11.143 -13.049 11.471
H 15.308 -17.269 13.238
H 14.033 -17.334 14.464
H 15.427 -16.077 14.416
C 7.141 -6.078 19.602
O 8.302 -6.809 19.437
C 9.253 -6.832 20.296
O 9.400 -6.058 21.271
O 10.074 -7.842 20.032
C 11.223 -8.178 20.845
H 6.368 -6.447 18.929
H 7.352 -5.009 19.560
H 6.830 -6.315 20.619
H 11.551 -7.281 21.370
H 12.028 -8.470 20.171
H 11.064 -8.908 21.639
C 10.790 -15.650 15.473
O 9.418 -15.812 15.782
C 8.582 -16.400 14.972
O 8.693 -16.553 13.709
O 7.557 -16.834 15.590
C 7.527 -16.954 16.997
H 10.889 -15.007 14.598
H 11.179 -16.607 15.126
H 11.527 -15.446 16.249
H 7.438 -15.973 17.462
H 8.302 -17.667 17.279
H 6.614 -17.447 17.329
C 11.278 -9.320 11.177
O 11.524 -8.526 10.039
C 11.091 -8.865 8.794
O 10.726 -9.982 8.444
O 11.175 -7.705 7.984
C 11.274 -6.416 8.476
H 10.309 -9.200 11.662
H 12.110 -9.037 11.821
H 11.419 -10.396 11.076
H 10.520 -6.274 9.250
H 11.053 -5.684 7.699
H 12.283 -6.525 8.874
C 13.438 -7.419 13.288
O 14.130 -6.329 14.063
C 15.372 -5.943 13.817
O 16.228 -6.572 13.137
O 15.537 -4.795 14.545
C 16.823 -4.337 14.966
H 12.847 -6.918 12.521
H 12.679 -7.949 13.863
H 14.093 -8.104 12.750
H 17.226 -5.256 15.391
H 16.691 -3.677 15.823
H 17.355 -3.798 14.182
C 18.073 -13.468 12.335
O 16.922 -13.616 13.149
C 16.352 -12.546 13.757
O 15.535 -12.764 14.654
O 16.813 -11.381 13.391
C 16.139 -10.138 13.765
H 17.943 -14.369 11.735
H 19.044 -13.621 12.806
H 17.997 -12.697 11.568
H 16.058 -10.093 14.851
H 15.114 -9.881 13.498
H 16.721 -9.313 13.354
```

Calculated values
E_HOMO (alpha / beta) = -0.1955 / -0.3750 Eh
<S²> = 0.75
maximum force = 6.9 eV/Å
total charge = 0
multiplicity = 2
LUMO energy (alpha / beta) = -1.06 / -1.00 eV
Kohn-Sham gap (alpha / beta) = 4.26 / 9.20 eV